# 1
# C35H31As2N2OZr

A structure of composition C35H31As2N2OZr (ωB97M-V/def2-TZVPD, OMol25).

The geometry in XYZ format:
```
72
Properties=species:S:1:pos:R:3:forces:R:3:lowdin_charge:R:1
Zr 0.284 -0.269 0.793 -0.16 0.16 0.38 1.6077
O 1.934 -0.918 0.272 0.46 0.00 -0.26 -0.2872
C 3.137 -1.330 0.802 -0.09 -0.17 -0.02 -0.2664
C 4.307 -1.125 0.100 0.01 0.00 0.03 0.0255
C 5.499 -1.562 0.661 0.01 0.02 -0.03 -0.0082
C 5.507 -2.193 1.900 -0.01 -0.01 0.01 -0.0200
C 4.322 -2.401 2.583 0.00 0.01 0.00 0.0086
C 3.105 -1.978 2.040 0.05 -0.03 0.03 -0.0878
C 1.836 -2.239 2.714 -0.01 0.02 -0.08 -0.2200
N 0.629 -1.705 2.424 -0.23 -0.11 -0.11 -0.0661
C -0.281 -2.239 3.340 0.02 -0.03 0.02 -0.0926
C 0.374 -3.084 4.162 0.00 0.00 0.00 -0.0035
N 1.689 -3.066 3.755 0.00 0.00 -0.01 0.1663
H 4.277 -0.647 -0.869 0.00 0.00 0.00 0.1355
H 6.426 -1.412 0.125 0.00 0.00 0.00 0.1323
H 6.440 -2.525 2.333 0.00 0.00 0.00 0.1311
H 4.359 -2.885 3.551 0.01 0.00 0.00 0.1240
H -1.330 -1.998 3.328 0.00 0.01 0.00 0.1068
H 0.030 -3.696 4.978 0.00 0.00 0.00 0.1467
H 2.425 -3.627 4.159 0.00 0.00 0.00 0.1810
C -1.309 2.233 -2.114 -0.03 0.02 0.03 -0.4006
C -1.769 0.858 -2.593 0.01 -0.01 -0.03 -0.4078
As -1.648 -0.571 -1.266 0.07 0.06 0.15 1.2486
C -3.242 -0.537 -0.201 -0.11 0.00 -0.04 -0.3912
C -4.524 -0.435 -0.733 0.03 0.00 0.02 -0.0632
C -5.620 -0.502 0.114 -0.02 0.00 0.01 -0.0245
C -5.448 -0.681 1.482 0.00 0.00 0.01 -0.0262
C -4.174 -0.794 2.022 -0.03 0.02 -0.05 -0.0546
C -3.085 -0.717 1.168 0.08 0.03 0.05 -0.1757
C -1.648 -2.228 -2.218 0.02 -0.03 -0.05 -0.3954
C -1.440 -3.399 -1.492 0.01 0.00 0.03 -0.1217
C -1.491 -4.622 -2.138 0.00 -0.01 -0.03 -0.0499
C -1.749 -4.672 -3.504 0.00 -0.01 0.01 -0.0316
C -1.956 -3.504 -4.223 0.00 0.01 0.00 -0.0384
C -1.906 -2.272 -3.584 0.01 -0.02 0.01 -0.0880
As 0.544 2.127 -1.472 -0.01 -0.03 -0.05 1.3275
C 0.324 2.202 0.482 0.00 0.02 -0.03 -0.4783
C -0.902 2.091 1.159 -0.04 -0.08 -0.07 -0.1237
C -0.952 1.618 2.479 -0.01 0.05 -0.03 -0.0593
C 0.220 1.253 3.137 -0.02 0.02 0.03 -0.0600
C 1.462 1.451 2.512 0.03 0.01 0.00 -0.0539
C 1.512 1.920 1.203 -0.03 0.18 0.00 -0.1504
C 1.355 3.840 -1.794 -0.01 -0.02 0.03 -0.4233
C 2.446 3.900 -2.655 0.02 0.00 -0.01 -0.1113
C 3.010 5.136 -2.944 -0.01 -0.01 0.00 -0.0468
C 2.488 6.287 -2.372 0.00 0.01 0.00 -0.0322
C 1.399 6.219 -1.509 0.01 -0.01 -0.01 -0.0464
C 0.826 4.993 -1.215 0.01 0.04 0.00 -0.1039
H -1.987 2.671 -1.381 0.00 0.00 0.00 0.0696
H -1.282 2.926 -2.957 -0.01 -0.01 -0.01 0.0935
H -1.150 0.519 -3.424 -0.01 0.01 -0.01 0.0741
H -2.805 0.880 -2.936 0.00 0.00 0.00 0.0894
H -4.677 -0.322 -1.800 0.00 0.00 0.00 0.1173
H -6.619 -0.423 -0.295 0.00 0.00 0.00 0.1293
H -6.312 -0.740 2.130 0.00 0.00 0.00 0.1287
H -4.046 -0.945 3.087 0.01 0.00 0.00 0.1179
H -2.077 -0.815 1.597 -0.05 -0.09 0.06 0.0214
H -1.257 -3.370 -0.421 0.00 0.01 0.00 0.0911
H -1.337 -5.538 -1.584 0.00 0.01 0.01 0.1200
H -1.791 -5.627 -4.008 0.00 0.00 0.00 0.1259
H -2.161 -3.549 -5.284 0.00 0.01 0.00 0.1250
H -2.079 -1.373 -4.160 0.00 0.00 0.00 0.1003
H -1.832 2.323 0.655 0.00 -0.02 -0.01 0.1191
H -1.911 1.516 2.973 0.00 -0.03 0.00 0.1408
H 0.177 0.838 4.135 0.00 0.01 0.00 0.1419
H 2.378 1.199 3.033 0.00 0.01 0.01 0.1487
H 2.470 2.014 0.700 0.01 0.00 0.01 0.1391
H 2.851 3.003 -3.107 -0.01 0.00 0.00 0.1011
H 3.854 5.198 -3.617 0.00 -0.01 0.00 0.1225
H 2.931 7.247 -2.601 0.00 0.00 0.00 0.1254
H 0.998 7.122 -1.070 0.00 0.00 0.00 0.1221
H -0.027 4.950 -0.547 0.00 -0.02 0.00 0.1048
```
Forces are in eV/Å.

Calculated values
Kohn-Sham gap = 6.3468 eV
Charge = +3
LUMO level = -10.094 eV
E_HOMO = -16.44 eV

=====

# 2
# C35H31CdN12O5S3

A structure of composition C35H31CdN12O5S3 (ωB97M-V/def2-TZVPD, OMol25).

The geometry in XYZ format:
```
87
Properties=species:S:1:pos:R:3:forces:R:3:lowdin_charge:R:1
Cd 0.369 -1.042 0.032 0.69 -0.28 0.26 1.2683
C 0.491 -2.972 -3.055 -0.03 -0.06 0.00 -0.0353
C 1.775 -2.398 -2.512 -0.13 0.03 0.03 -0.3361
N 1.973 -1.142 -2.631 0.26 -0.13 -0.21 0.0241
N 3.236 -0.645 -2.353 -0.23 0.06 0.11 -0.0757
C 3.563 -0.283 -1.176 0.18 0.06 0.04 -1.1020
S 2.756 -0.369 0.366 -0.27 0.07 -0.35 0.4713
S 5.243 0.368 -1.111 -0.06 0.01 0.06 0.8426
C 4.933 1.971 -0.290 0.04 0.09 0.00 -0.4579
C 5.695 2.151 0.993 0.04 -0.01 -0.05 -0.2984
C 6.962 2.725 0.977 0.01 0.02 0.02 -0.0590
C 7.688 2.886 2.149 -0.02 0.00 -0.01 -0.1009
C 7.148 2.476 3.359 0.00 0.00 0.01 -0.1107
C 5.883 1.903 3.384 0.01 0.01 0.01 -0.0881
C 5.163 1.739 2.212 0.00 -0.03 -0.01 -0.0486
C 2.658 -3.345 -1.790 -0.14 -0.01 -0.10 -0.1613
C 3.856 -3.833 -2.284 0.05 0.02 0.02 -0.0557
C 4.587 -4.768 -1.564 -0.06 -0.01 0.09 -0.1277
C 4.089 -5.197 -0.334 0.08 -0.01 -0.06 -0.1200
C 2.896 -4.715 0.166 -0.08 0.04 0.00 -0.0281
C 2.126 -3.770 -0.548 0.22 -0.12 0.11 -0.4167
O 1.004 -3.299 -0.095 -0.18 -0.09 -0.18 -0.2498
H 0.055 -2.332 -3.821 0.00 0.07 0.02 0.0660
H 0.700 -3.949 -3.495 0.02 0.02 -0.03 0.0858
H -0.228 -3.133 -2.251 0.03 0.00 0.00 0.0573
H 5.213 2.756 -0.994 -0.01 -0.02 -0.02 0.0681
H 3.860 2.029 -0.118 -0.01 -0.01 0.02 0.0367
H 7.384 3.049 0.033 0.01 0.01 -0.02 0.1080
H 8.674 3.333 2.116 0.01 0.00 0.01 0.0940
H 7.710 2.599 4.276 0.00 0.00 0.01 0.0921
H 5.457 1.575 4.324 -0.01 0.00 0.02 0.0975
H 4.187 1.270 2.222 -0.02 -0.01 0.01 0.0691
H 4.224 -3.469 -3.236 0.00 0.03 -0.01 0.1091
H 5.527 -5.145 -1.944 0.03 -0.01 -0.01 0.0814
H 4.654 -5.914 0.250 0.01 -0.02 0.00 0.0888
H 2.530 -5.032 1.136 0.00 -0.03 0.00 0.0950
O -3.607 6.737 -0.600 0.02 0.16 -0.21 0.0653
N -3.332 6.232 -1.672 0.17 -0.49 0.14 -0.3370
O -3.383 6.811 -2.739 -0.09 0.12 0.05 0.0636
C -2.875 4.813 -1.678 -0.18 0.41 0.08 -0.0708
C -2.268 4.413 -2.811 0.14 -0.23 -0.07 0.0601
C -1.720 3.097 -2.921 -0.05 0.30 -0.08 -0.1403
C -1.042 2.682 -4.084 0.03 -0.06 0.03 -0.0102
C -0.496 1.432 -4.108 -0.04 0.04 0.11 -0.0242
C -0.619 0.631 -2.956 0.11 -0.01 0.01 -0.1150
N -1.232 0.997 -1.852 -0.21 0.36 -0.21 0.1216
C -1.813 2.217 -1.841 0.06 -0.12 0.21 -0.1629
C -2.560 2.631 -0.655 0.07 -0.22 -0.06 -0.1529
N -2.743 1.693 0.291 0.04 0.00 -0.04 0.1377
C -3.388 2.015 1.386 0.01 0.12 -0.04 -0.1376
C -3.910 3.296 1.609 0.02 -0.11 0.02 -0.0372
C -3.766 4.254 0.645 -0.01 0.06 -0.02 -0.0038
C -3.071 3.940 -0.543 0.00 0.03 -0.06 -0.0708
H -2.166 5.104 -3.636 -0.02 0.00 0.03 0.1271
H -0.957 3.361 -4.924 0.00 0.00 -0.01 0.1162
H 0.052 1.055 -4.960 0.00 0.00 -0.01 0.1090
H -0.136 -0.336 -2.946 -0.05 0.02 0.01 0.0564
H -3.497 1.228 2.123 -0.01 -0.03 0.03 0.0756
H -4.428 3.517 2.532 -0.01 0.00 0.02 0.1047
H -4.171 5.240 0.793 0.01 -0.04 0.00 0.0977
S -2.561 -1.431 1.635 -0.21 -0.07 -0.15 1.0146
C -0.786 -1.728 1.842 0.27 -0.06 0.94 -0.7170
N -0.576 -3.173 2.055 -0.16 0.06 -0.24 -0.0358
C 0.141 -3.647 3.084 0.02 -0.15 0.08 -0.1500
C 0.544 -2.877 4.118 -0.05 -0.01 0.02 -0.0991
C 0.213 -1.484 3.997 0.01 0.05 0.15 -0.2002
N -0.395 -0.948 3.009 -0.15 0.22 -0.26 -0.0837
H -0.424 -3.662 1.182 0.21 -0.06 -0.04 0.0851
H 0.377 -4.704 3.034 -0.01 -0.01 -0.03 0.1197
H 1.092 -3.272 4.956 0.04 0.01 0.02 0.0750
H 0.513 -0.805 4.797 -0.01 0.02 0.02 0.0992
N -0.506 1.898 3.277 0.07 0.07 -0.10 0.1224
N 0.048 2.432 2.126 -0.23 -0.02 0.16 -0.2872
N 0.349 3.703 2.016 -0.02 0.04 -0.04 0.1148
C 0.716 3.756 0.738 0.08 0.08 0.03 -0.2277
N 0.624 2.577 0.124 -0.05 -0.10 0.00 0.0225
N 0.190 1.733 1.042 0.14 0.14 -0.33 0.0137
H 0.134 2.141 4.026 -0.07 -0.12 0.06 0.0873
H -0.530 0.862 3.127 0.05 -0.05 0.12 0.0360
H 1.058 4.657 0.264 0.02 0.05 -0.02 0.0950
C -4.101 -1.228 -1.916 -0.05 0.03 -0.08 -0.0488
O -3.922 -1.316 -0.500 0.25 -0.05 -0.02 -0.1221
C -2.642 -1.453 -0.112 -0.55 0.25 0.22 -0.8395
O -1.736 -1.571 -0.906 -0.06 -0.28 -0.24 -0.0935
H -5.162 -1.041 -2.061 0.00 -0.01 -0.02 0.0905
H -3.809 -2.160 -2.399 -0.01 0.01 0.01 0.0952
H -3.507 -0.412 -2.327 -0.01 -0.01 0.03 0.0784
```
Forces are in eV/Å.

Calculated values
Kohn-Sham gap = 5.1085 eV
Charge = -1
LUMO level = 0.960 eV
E_HOMO = -4.15 eV

=====

# 3
# C35H31ClN5O2STa

A structure of composition C35H31ClN5O2STa at a distorted geometry (ωB97M-V/def2-TZVPD, OMol25).

The geometry in XYZ format:
```
76
Properties=species:S:1:pos:R:3:forces:R:3:lowdin_charge:R:1
Ta -0.027 0.191 -0.302 -1.32 -0.21 0.91 2.1275
C -1.398 -0.734 2.989 -0.10 0.02 0.07 0.0040
C -2.353 -1.153 1.925 -0.02 -0.08 0.32 -0.2966
C -3.462 -1.918 2.288 -0.11 0.01 -0.38 0.0391
C -4.333 -2.367 1.317 0.24 0.13 0.10 0.0365
C -4.077 -2.031 -0.005 0.37 0.33 -0.08 0.0405
C -2.992 -1.213 -0.308 -0.41 -0.33 0.26 -0.2125
N -2.132 -0.785 0.653 0.84 0.36 -0.71 0.0329
C -2.771 -0.721 -1.680 -0.51 -0.31 -0.36 -0.1803
C -3.645 -1.017 -2.729 0.37 0.15 0.28 0.0556
C -3.420 -0.467 -3.982 0.19 0.06 0.24 0.0524
C -2.362 0.414 -4.149 0.19 -0.05 0.41 0.0597
C -1.533 0.702 -3.063 -0.31 -0.02 -0.69 -0.1701
N -1.713 0.098 -1.867 1.02 0.05 0.89 0.0140
C -0.492 1.740 -3.127 0.11 0.45 -0.56 -0.1897
C -0.279 2.501 -4.273 -0.05 -0.29 0.45 0.0513
C 0.630 3.550 -4.238 0.06 -0.05 0.29 0.0429
C 1.299 3.806 -3.057 -0.21 -0.32 -0.03 0.0498
C 1.078 2.988 -1.944 0.39 0.37 0.03 -0.2729
C 1.839 3.240 -0.687 0.06 0.09 0.10 0.0011
N 0.193 1.984 -1.984 -0.52 -1.34 0.91 0.0459
H -1.583 -1.307 3.893 0.09 -0.03 0.06 0.1097
H -1.543 0.316 3.240 0.00 0.06 0.02 0.0974
H -0.365 -0.889 2.685 0.07 -0.04 0.00 0.0631
H -3.624 -2.164 3.326 0.03 0.01 0.12 0.1415
H -5.197 -2.962 1.571 -0.07 -0.10 0.04 0.1449
H -4.737 -2.396 -0.774 -0.05 0.05 -0.07 0.1248
H -4.501 -1.656 -2.587 0.00 -0.01 0.08 0.1286
H -4.082 -0.695 -4.807 0.00 -0.01 -0.03 0.1499
H -2.209 0.868 -5.114 0.06 0.10 0.01 0.1309
H -0.809 2.303 -5.189 -0.10 -0.06 -0.04 0.1266
H 0.802 4.156 -5.115 0.01 0.06 -0.09 0.1461
H 2.006 4.618 -2.990 0.06 0.04 0.07 0.1428
H 2.624 3.971 -0.865 0.05 -0.06 0.03 0.1083
H 2.302 2.325 -0.316 0.04 -0.03 0.07 0.0718
H 1.188 3.651 0.084 -0.03 -0.01 0.06 0.0879
Cl 6.294 -3.526 -0.128 -0.10 0.05 -0.01 0.8268
C 4.918 -2.560 -0.403 -0.35 0.25 -0.02 -0.6342
C 4.422 -2.389 -1.714 0.28 -0.05 0.50 -0.0129
C 3.338 -1.576 -1.968 -0.80 0.63 0.15 0.0451
C 2.648 -0.952 -0.920 2.57 -1.91 0.92 -0.2867
O 1.587 -0.206 -1.096 -1.33 1.08 -0.53 -0.2204
C 3.132 -1.130 0.422 -0.32 0.05 -0.91 -0.1289
C 2.570 -0.419 1.511 0.25 -0.13 -0.07 -0.0045
N 1.475 0.292 1.487 -1.22 -0.34 -1.53 -0.0083
C 1.162 1.162 2.544 -0.41 0.89 0.79 -0.2313
C 1.817 1.236 3.766 -0.28 -0.13 -0.57 0.0497
C 1.465 2.194 4.722 -0.24 0.25 0.08 0.0058
C 0.460 3.094 4.474 0.15 -0.16 -0.14 0.0470
C -0.251 3.043 3.252 0.05 -0.32 -0.42 -0.1180
C -1.288 3.943 2.940 0.09 -0.23 -0.21 0.0867
C -1.942 3.826 1.731 0.07 -0.08 -0.04 0.0186
C -1.574 2.813 0.848 -0.31 0.24 -0.22 -0.0859
N -0.593 1.941 1.094 0.63 -1.09 -0.80 -0.0457
C 0.089 2.056 2.277 0.68 -0.06 0.79 -0.1948
C 4.280 -1.909 0.644 0.22 -0.18 -0.28 -0.0116
H 4.921 -2.898 -2.527 0.04 0.03 -0.09 0.1372
H 3.011 -1.409 -2.984 -0.05 -0.06 -0.09 0.1392
H 3.161 -0.449 2.424 -0.05 0.14 -0.03 0.1476
H 2.612 0.553 4.019 0.11 -0.06 0.01 0.1253
H 1.999 2.222 5.659 0.05 0.01 0.06 0.1394
H 0.208 3.855 5.197 -0.05 0.04 0.08 0.1455
H -1.555 4.717 3.647 -0.05 0.07 0.04 0.1531
H -2.729 4.513 1.460 -0.07 -0.03 -0.07 0.1372
H -2.090 2.715 -0.102 0.01 -0.02 0.03 0.1249
H 4.677 -1.995 1.644 0.06 -0.06 0.13 0.1351
C -0.476 -4.390 -1.360 -0.06 0.24 0.24 -0.1872
S -0.320 -3.536 0.230 0.39 -0.45 -0.45 1.0013
C 1.188 -4.361 0.800 -0.24 0.32 0.03 -0.1868
O 0.177 -2.112 -0.166 0.17 2.00 -0.37 -0.6591
H 0.447 -4.330 -1.928 0.20 0.12 0.10 0.0766
H -1.291 -3.946 -1.924 -0.14 0.09 0.08 0.0597
H -0.710 -5.431 -1.156 -0.08 -0.14 0.15 0.0865
H 0.946 -5.401 0.996 -0.18 -0.15 0.05 0.0871
H 1.521 -3.891 1.720 -0.12 0.07 0.14 0.0668
H 1.969 -4.302 0.050 -0.01 0.12 -0.27 0.0686
```
Forces are in eV/Å.

Calculated values
Kohn-Sham gap = 5.7536 eV
Charge = +4
LUMO level = -13.116 eV
E_HOMO = -18.87 eV